--- A ---
C3H3ClOS | ωB97M-V/def2-TZVPD

E_HOMO (alpha / beta)	-10.0 / -10.0	eV
orbital gap (alpha / beta)	6.2 / 6.2	eV
LUMO (alpha / beta)	-3.83 / -3.84	eV
2S+1	1

Each line ends with the Mulliken charge.
Geometry (Å):
C1 -0.043 0.380 1.139  -0.549
C2 0.776 0.354 -0.153  -0.147
C3 -0.503 -0.406 -0.068  0.083
O1 -0.120 0.692 -2.669  -0.463
S1 -0.492 0.996 -1.303  0.393
Cl1 -1.189 -3.341 -0.019  -0.301
H1 0.313 -0.169 1.913  0.267
H2 -0.595 1.134 1.452  0.257
H3 1.853 0.361 -0.293  0.459


--- B ---
C3H3ClOS | ωB97M-V/def2-TZVPD

E_HOMO	-9.0	eV
orbital gap	8.4	eV
LUMO	-0.54	eV
SMILES	OC(=S)/C=C/Cl
2S+1	1

Each line ends with the Mulliken charge.
Geometry (Å):
O1 1.880 1.083 -0.003  -0.427
C1 1.123 -0.013 -0.005  0.692
S1 1.831 -1.487 -0.005  -0.319
C2 -0.336 0.237 -0.006  -0.318
C3 -1.242 -0.738 -0.007  -0.306
Cl1 -2.926 -0.449 -0.005  -0.152
H1 1.336 1.888 -0.020  0.319
H2 -0.713 1.254 0.025  0.162
H3 -0.954 -1.776 0.026  0.349


--- C ---
C3H3ClOS | ωB97M-V/def2-TZVPD

E_HOMO	-9.3	eV
orbital gap	9.2	eV
LUMO	-0.07	eV
SMILES	S=CO/C=C/Cl
2S+1	1

Each line ends with the Mulliken charge.
Geometry (Å):
S1 -2.267 -1.228 -0.053  -0.345
C1 -1.823 0.277 -0.219  0.098
O1 -0.562 0.729 -0.108  -0.224
C2 0.459 -0.243 0.120  -0.151
C3 1.646 0.238 0.116  -0.199
Cl1 2.967 -0.863 -0.151  -0.175
H1 -2.428 1.163 -0.174  0.338
H2 0.229 -1.319 0.394  0.247
H3 1.780 1.245 0.075  0.410


Of them, A has the lowest stability.


--- A ---
C3H3ClOS | ωB97M-V/def2-TZVPD

E_HOMO	-9.0	eV
orbital gap	7.9	eV
LUMO	-1.12	eV
SMILES	OC(=S)/C=C/Cl
2S+1	1

Each line ends with the Mulliken charge.
Geometry (Å):
O1 -2.086 1.481 -0.079  -0.472
C1 -1.260 0.404 -0.034  0.281
S1 -1.803 -1.191 -0.037  -0.290
C2 0.126 0.728 0.019  -0.094
C3 1.091 -0.220 0.205  -0.244
Cl1 2.770 -0.028 -0.047  -0.135
H1 -2.441 1.683 0.795  0.345
H2 0.387 1.765 -0.253  0.298
H3 0.758 -1.238 0.346  0.312


--- B ---
C3H3ClOS | ωB97M-V/def2-TZVPD

E_HOMO	-8.3	eV
orbital gap	8.3	eV
LUMO	-0.05	eV
2S+1	1

Each line ends with the Mulliken charge.
Geometry (Å):
C1 -0.523 -0.055 0.424  -0.414
C2 0.397 -1.042 -0.318  0.092
C3 -0.231 -1.853 2.323  -0.134
O1 0.454 -2.193 -0.030  -0.348
S1 -1.488 -0.830 1.713  -0.036
Cl1 -0.759 -3.001 3.414  -0.077
H1 -1.245 0.402 -0.373  0.335
H2 0.327 0.709 0.662  0.295
H3 0.735 -0.618 -1.353  0.286


--- C ---
C3H3ClOS | ωB97M-V/def2-TZVPD

E_HOMO	-9.8	eV
orbital gap	7.8	eV
LUMO	-1.99	eV
SMILES	O=CC(=S)CCl
2S+1	1

Each line ends with the Mulliken charge.
Geometry (Å):
O1 -0.487 2.200 0.080  -0.444
C1 0.474 1.506 -0.158  0.039
C2 0.589 0.053 0.180  0.080
S1 2.035 -0.732 -0.147  -0.145
C3 -0.553 -0.554 0.856  -0.342
Cl1 -1.870 -0.729 -0.341  -0.153
H1 1.335 1.832 -0.767  0.340
H2 -0.379 -1.488 1.289  0.380
H3 -0.900 0.111 1.721  0.244


Of them, B has the lowest stability.


--- A ---
C3H3BrS | ωB97M-V/def2-TZVPD

E_HOMO	-9.6	eV
orbital gap	8.9	eV
LUMO	-0.76	eV
2S+1	1

Each line ends with the Mulliken charge.
Geometry (Å):
C1 -0.503 0.192 -0.417  -0.100
C2 -2.087 0.241 -0.158  -0.316
C3 0.527 -0.529 0.414  -0.507
S1 -1.348 1.740 0.127  0.015
Br1 2.454 0.010 -0.147  -0.163
H1 -0.084 0.355 -1.429  0.384
H2 0.543 -1.491 0.042  0.331
H3 0.497 -0.517 1.568  0.356


--- B ---
C3H3BrS | ωB97M-V/def2-TZVPD

E_HOMO (alpha / beta)	-8.1 / -8.1	eV
orbital gap (alpha / beta)	7.6 / 7.6	eV
LUMO (alpha / beta)	-0.56 / -0.56	eV
2S+1	1

Each line ends with the Mulliken charge.
Geometry (Å):
C1 -0.456 0.509 -0.899  -0.283
C2 1.461 -0.738 -0.415  -0.368
C3 -0.574 0.494 0.555  -0.253
S1 1.175 0.083 1.016  0.010
Br1 -1.755 -0.377 -1.831  -0.037
H1 -1.189 1.445 0.876  0.334
H2 -1.112 -0.340 1.051  0.310
H3 2.450 -1.075 -0.354  0.288


Of them, B has the lowest stability.


--- A ---
C5H10N2O3S | ωB97M-V/def2-TZVPD

E_HOMO (alpha / beta)	-8.8 / -8.6	eV
orbital gap (alpha / beta)	7.6 / 6.9	eV
LUMO (alpha / beta)	-1.27 / -1.69	eV
2S+1	1

Each line ends with the Mulliken charge.
Geometry (Å):
C1 2.143 0.533 0.322  -0.521
C2 1.642 -1.321 -0.439  -0.933
C3 0.132 -0.424 1.458  -1.319
C4 -0.095 0.627 -0.878  -0.538
C5 0.792 -0.235 0.208  1.354
N1 -2.933 1.044 0.363  -0.689
N2 -1.298 0.006 -1.235  -0.285
O1 -3.123 -1.405 -0.163  -0.595
O2 2.746 -0.452 -0.522  -0.431
O3 -0.349 1.867 -0.211  -0.540
S1 -2.200 -0.355 0.135  0.825
H1 2.383 1.437 -0.133  0.291
H2 2.707 0.305 1.344  0.185
H3 1.703 -2.100 0.220  0.363
H4 1.389 -1.669 -1.348  0.439
H5 -0.168 -1.356 1.633  0.565
H6 0.152 0.300 2.161  0.334
H7 0.375 0.616 -1.860  0.504
H8 -3.318 1.138 1.280  0.202
H9 -1.334 -0.503 -2.074  0.301
H10 -1.347 1.946 -0.264  0.488


--- B ---
C5H10N2O3S | ωB97M-V/def2-TZVPD

E_HOMO (alpha / beta)	-8.9 / -9.3	eV
orbital gap (alpha / beta)	8.0 / 8.5	eV
LUMO (alpha / beta)	-0.96 / -0.75	eV
2S+1	1

Each line ends with the Mulliken charge.
Geometry (Å):
C1 0.241 -0.475 -0.852  -0.842
C2 1.145 -0.547 0.142  0.764
C3 -0.885 0.414 -0.660  0.867
C4 2.412 -1.362 0.100  -1.357
C5 -1.298 1.440 -1.734  -1.359
N1 0.153 1.031 1.424  -0.651
N2 -1.672 -0.671 1.745  -0.476
O1 -3.279 0.835 0.427  -0.676
O2 -2.539 -1.349 -0.403  -0.632
O3 1.359 0.487 0.961  -0.190
S1 -2.232 -0.177 0.334  1.212
H1 0.151 -1.318 -1.529  0.314
H2 2.531 -1.702 1.113  0.355
H3 3.214 -0.718 -0.294  0.299
H4 2.380 -2.247 -0.529  0.379
H5 -0.889 1.071 -2.650  0.380
H6 -0.788 2.343 -1.519  0.310
H7 -2.339 1.631 -1.835  0.412
H8 0.272 2.105 1.457  0.193
H9 -2.261 -0.748 2.557  0.265
H10 -0.649 -0.269 1.841  0.433


Of them, A has the lowest stability.


--- A ---
C2H2BrCl2I | ωB97M-V/def2-TZVPD

E_HOMO	-9.8	eV
orbital gap	9.8	eV
LUMO	0.03	eV
SMILES	ClC(Cl)(Br)CI
2S+1	1

Each line ends with the Mulliken charge.
Geometry (Å):
Cl1 0.418 1.454 1.428  -0.069
C1 0.655 0.581 -0.041  0.190
Cl2 0.544 1.459 -1.501  -0.058
Br1 2.366 -0.503 -0.035  -0.082
C2 -0.603 -0.700 -0.005  -1.009
I1 -2.497 0.225 -0.023  0.143
H1 -0.302 -1.213 -0.812  0.501
H2 -0.581 -1.303 0.989  0.385


--- B ---
C2H2BrCl2I | ωB97M-V/def2-TZVPD

E_HOMO (alpha / beta)	-8.6 / -8.4	eV
orbital gap (alpha / beta)	7.9 / 7.0	eV
LUMO (alpha / beta)	-0.64 / -1.42	eV
2S+1	1

Each line ends with the Mulliken charge.
Geometry (Å):
C1 -0.163 -0.328 -0.206  -0.759
C2 1.906 1.446 -3.420  -0.050
Cl1 3.543 1.074 -2.957  -0.076
Cl2 1.349 2.891 -2.566  -0.098
Br1 1.689 1.636 -5.308  -0.032
I1 0.365 -0.415 -2.159  0.369
H1 -1.028 0.246 0.061  0.326
H2 0.534 -0.679 0.529  0.320


Of them, B has the lowest stability.


--- A ---
C2H2ClP | ωB97M-V/def2-TZVPD

E_HOMO	-9.2	eV
orbital gap	9.2	eV
LUMO	0.07	eV
SMILES	ClP1=CC=1
2S+1	1

Each line ends with the Mulliken charge.
Geometry (Å):
Cl1 3.346 -0.566 -0.006  -0.184
P1 2.048 0.976 -0.028  0.174
C1 0.146 0.089 -0.693  -0.482
C2 0.315 0.352 0.595  -0.157
H1 -0.630 -0.411 -1.248  0.317
H2 -0.183 0.274 1.568  0.331


--- B ---
C2H2ClP | ωB97M-V/def2-TZVPD

E_HOMO (alpha / beta)	-9.1 / -9.1	eV
orbital gap (alpha / beta)	7.0 / 7.1	eV
LUMO (alpha / beta)	-2.02 / -2.04	eV
2S+1	1

Each line ends with the Mulliken charge.
Geometry (Å):
C1 1.298 1.190 0.027  -0.311
C2 0.084 1.005 0.106  -0.354
P1 -2.105 -3.016 -0.121  0.219
Cl1 -0.528 -1.077 0.152  -0.292
H1 2.230 1.012 -0.435  0.331
H2 -0.978 0.886 0.272  0.406


--- C ---
C2H2ClP | ωB97M-V/def2-TZVPD

E_HOMO (alpha / beta)	-8.9 / -8.9	eV
orbital gap (alpha / beta)	7.7 / 7.7	eV
LUMO (alpha / beta)	-1.17 / -1.17	eV
SMILES	C#P=CCl
2S+1	1

Each line ends with the Mulliken charge.
Geometry (Å):
C1 1.972 -0.741 -0.018  -0.394
P1 0.563 0.025 -0.028  0.204
C2 -1.350 0.864 0.346  -0.272
Cl1 -2.574 -0.173 -0.154  -0.064
H1 2.672 -1.487 0.301  0.342
H2 -1.283 1.512 -0.446  0.184


Of them, B has the lowest stability.


--- A ---
C2H8N3 | ωB97M-V/def2-TZVPD

E_HOMO (alpha / beta)	-12.8 / -16.5	eV
⟨S²⟩	2.007
orbital gap (alpha / beta)	9.4 / 8.5	eV
LUMO (alpha / beta)	-3.41 / -8.01	eV
2S+1	3
charge	+1

Each line ends with the Mulliken charge.
Geometry (Å):
C1 -0.379 -1.547 -0.133  -0.739
C2 1.095 0.803 0.662  -0.829
N1 -0.505 1.955 -0.451  -0.860
N2 -0.846 -0.201 -0.224  -0.072
N3 -0.201 0.835 0.068  0.907
H1 0.758 -1.589 -0.265  0.321
H2 -0.622 -2.184 0.758  0.322
H3 -0.788 -2.231 -0.992  0.314
H4 1.219 0.117 1.553  0.323
H5 1.436 1.758 0.876  0.341
H6 1.825 0.529 -0.090  0.424
H7 -1.241 1.833 -1.126  0.252
H8 -1.751 -0.079 -0.635  0.297


--- B ---
C2H8N3 | ωB97M-V/def2-TZVPD

E_HOMO (alpha / beta)	-11.1 / -14.2	eV
⟨S²⟩	2.008
orbital gap (alpha / beta)	7.5 / 8.6	eV
LUMO (alpha / beta)	-3.58 / -5.55	eV
2S+1	3
charge	+1

Each line ends with the Mulliken charge.
Geometry (Å):
C1 -0.406 -0.882 -0.436  -0.523
C2 0.758 -0.380 0.542  -0.280
N1 -1.138 0.282 -0.424  -0.219
N2 -2.235 0.359 0.211  -0.338
N3 1.737 0.529 -0.218  -0.329
H1 -0.105 -1.207 -1.351  0.379
H2 -0.764 -1.868 0.057  0.364
H3 0.387 0.180 1.413  0.311
H4 -2.783 -0.476 0.581  0.256
H5 -2.774 1.220 0.036  0.257
H6 1.795 1.343 0.386  0.350
H7 1.394 0.626 -1.265  0.395
H8 2.651 0.055 -0.282  0.377


Of them, A has the lowest stability.


--- A ---
C6H12NO | ωB97M-V/def2-TZVPD

E_HOMO	-2.5	eV
orbital gap	6.1	eV
LUMO	3.64	eV
SMILES	C=C(CCC[O-])NC
2S+1	1
charge	-1

Each line ends with the Mulliken charge.
Geometry (Å):
C1 0.356 1.653 -1.807  -1.056
C2 0.153 1.028 -0.648  0.449
C3 0.524 -0.367 -0.327  -0.368
C4 0.602 -0.944 1.108  -0.839
C5 0.687 -2.563 1.044  -0.366
O1 0.318 -3.114 -0.099  -0.848
N1 -0.510 1.753 0.401  -0.378
C6 -1.831 2.324 0.150  -0.968
H1 0.054 2.681 -1.988  0.278
H2 0.814 1.226 -2.690  0.313
H3 1.476 -0.657 -0.784  0.284
H4 -0.167 -1.053 -0.836  0.255
H5 1.354 -0.391 1.694  0.348
H6 -0.324 -0.698 1.634  0.276
H7 1.728 -2.844 1.403  0.119
H8 0.072 -2.888 1.936  0.180
H9 -0.481 1.159 1.189  0.396
H10 -1.725 3.414 0.074  0.240
H11 -2.278 1.878 -0.737  0.325
H12 -2.445 2.226 1.049  0.359


--- B ---
C6H12NO | ωB97M-V/def2-TZVPD

E_HOMO	-2.0	eV
orbital gap	5.6	eV
LUMO	3.56	eV
SMILES	C=C(CCC[O-])NC
2S+1	1
charge	-1

Each line ends with the Mulliken charge.
Geometry (Å):
C1 1.625 1.169 -0.807  -0.941
C2 0.744 0.227 -0.392  0.330
C3 -0.733 0.255 -0.641  -0.688
C4 -1.594 1.179 0.236  -0.612
C5 -1.741 0.535 1.695  -0.207
O1 -2.526 1.310 2.392  -0.836
N1 1.195 -0.954 0.297  -0.388
C6 1.703 -2.054 -0.650  -0.941
H1 2.677 1.003 -0.731  0.324
H2 1.367 2.152 -1.162  0.335
H3 -1.294 -0.699 -0.785  0.369
H4 -0.895 0.815 -1.568  0.262
H5 -1.017 2.190 0.443  0.149
H6 -2.556 1.291 -0.104  0.473
H7 -2.338 -0.429 1.422  0.054
H8 -0.709 0.292 2.118  0.018
H9 0.534 -1.358 0.907  0.366
H10 2.559 -1.693 -1.193  0.292
H11 2.027 -2.875 -0.053  0.377
H12 0.972 -2.354 -1.424  0.263


Of them, B has the lowest stability.